A cluster of 11 separate species, C34H78F3N10O12S in total in a non-equilibrium geometry. Source: OMol25; level of theory: wB97M-V/def2-TZVPD.

Bonds (Å) are listed after each position.
Positions of all 138 atoms, in Å:
1 C -16.242 -13.196 -7.791  F2 1.334, F3 1.374, F4 1.332, S5 1.934
2 F -15.616 -14.125 -8.515  C1 1.334
3 F -17.587 -13.325 -8.043  C1 1.374
4 F -16.133 -13.420 -6.482  C1 1.332
5 S -15.787 -11.408 -8.370  C1 1.934, O6 1.454, O7 1.463, O8 1.457
6 O -16.680 -11.192 -9.497  S5 1.454
7 O -16.019 -10.557 -7.202  S5 1.463
8 O -14.376 -11.513 -8.716  S5 1.457
9 C -20.896 -14.123 -7.273  C10 1.523, H16 1.086, H17 1.089, H18 1.098
10 C -19.781 -14.984 -6.694  C9 1.523, N11 1.477, H19 1.103, H20 1.092
11 N -19.844 -15.164 -5.229  C10 1.477, C12 1.434, C14 1.447
12 C -20.918 -16.025 -4.825  N11 1.434, C13 1.540, H21 1.095, H22 1.096
13 C -20.868 -17.516 -5.204  C12 1.540, H23 1.090, H24 1.094, H25 1.095
14 C -18.550 -15.431 -4.639  N11 1.447, C15 1.534, H26 1.093, H27 1.104
15 C -18.493 -15.271 -3.115  C14 1.534, H28 1.087, H29 1.090, H30 1.091
16 H -21.154 -13.226 -6.718  C9 1.086
17 H -21.780 -14.678 -7.583  C9 1.089
18 H -20.383 -13.818 -8.195  C9 1.098
19 H -19.667 -15.986 -7.139  C10 1.103
20 H -18.762 -14.639 -6.876  C10 1.092
21 H -21.119 -15.950 -3.752  C12 1.095
22 H -21.879 -15.659 -5.208  C12 1.096
23 H -20.938 -17.722 -6.271  C13 1.090
24 H -20.002 -18.003 -4.744  C13 1.094
25 H -21.689 -18.092 -4.762  C13 1.095
26 H -17.790 -14.768 -5.060  C14 1.093
27 H -18.178 -16.416 -4.973  C14 1.104
28 H -17.487 -15.359 -2.711  C15 1.087
29 H -19.212 -16.016 -2.773  C15 1.090
30 H -18.804 -14.247 -2.903  C15 1.091
31 C -16.447 -19.158 -9.390  C32 1.528, H36 1.099, H37 1.087, H38 1.087
32 C -17.028 -17.791 -9.029  C31 1.528, O33 1.224, N34 1.341
33 O -17.018 -17.424 -7.861  C32 1.224
34 N -17.457 -17.061 -10.068  C32 1.341, C35 1.426, H39 1.004
35 C -17.954 -15.730 -9.937  N34 1.426, H40 1.097, H41 1.097, H42 1.084
36 H -17.087 -19.677 -10.118  C31 1.099
37 H -16.556 -19.833 -8.545  C31 1.087
38 H -15.478 -19.077 -9.875  C31 1.087
39 H -17.374 -17.490 -10.972  N34 1.004
40 H -18.952 -15.576 -10.365  C35 1.097
41 H -17.407 -15.029 -10.578  C35 1.097
42 H -17.987 -15.320 -8.935  C35 1.084
43 C -17.065 -12.978 -3.388  C44 1.521, H48 1.086, H49 1.091, H50 1.093
44 C -17.390 -11.537 -3.025  C43 1.521, O45 1.211, N46 1.346
45 O -17.525 -10.686 -3.876  C44 1.211
46 N -17.600 -11.261 -1.724  C44 1.346, C47 1.472, H51 1.007
47 C -17.590 -12.136 -0.541  N46 1.472, H52 1.084, H53 1.096, H54 1.089
48 H -17.621 -13.254 -4.279  C43 1.086
49 H -17.222 -13.667 -2.556  C43 1.091
50 H -15.993 -13.029 -3.596  C43 1.093
51 H -17.939 -10.341 -1.495  N46 1.007
52 H -17.799 -11.532 0.335  C47 1.084
53 H -16.544 -12.459 -0.500  C47 1.096
54 H -18.200 -13.035 -0.616  C47 1.089
55 C -17.588 -8.352 -10.798  C56 1.508, H60 1.094, H61 1.081, H62 1.096
56 C -16.857 -7.465 -9.821  C55 1.508, O57 1.223, N58 1.352
57 O -16.598 -7.909 -8.712  C56 1.223
58 N -16.521 -6.188 -10.109  C56 1.352, C59 1.471, H63 1.006
59 C -16.897 -5.423 -11.307  N58 1.471, H64 1.083, H65 1.090, H66 1.092
60 H -18.220 -7.767 -11.471  C55 1.094
61 H -18.169 -9.168 -10.390  C55 1.081
62 H -16.766 -8.807 -11.364  C55 1.096
63 H -16.068 -5.696 -9.357  N58 1.006
64 H -16.825 -4.357 -11.125  C59 1.083
65 H -17.904 -5.733 -11.583  C59 1.090
66 H -16.268 -5.737 -12.143  C59 1.092
67 C -19.488 -12.952 -11.078  C68 1.508, H72 1.088, H73 1.099, H74 1.093
68 C -18.565 -13.071 -12.265  C67 1.508, O69 1.234, N70 1.327
69 O -18.992 -13.564 -13.313  C68 1.234
70 N -17.349 -12.558 -12.127  C68 1.327, C71 1.439, H75 1.011
71 C -16.318 -12.588 -13.130  N70 1.439, H76 1.084, H77 1.095, H78 1.095
72 H -19.852 -11.937 -10.932  C67 1.088
73 H -19.130 -13.280 -10.092  C67 1.099
74 H -20.314 -13.668 -11.059  C67 1.093
75 H -17.030 -12.356 -11.189  N70 1.011
76 H -15.386 -12.135 -12.810  C71 1.084
77 H -16.623 -12.071 -14.046  C71 1.095
78 H -16.186 -13.616 -13.483  C71 1.095
79 C -14.203 -19.179 -4.232  C80 1.504, H84 1.095, H85 1.090, H86 1.092
80 C -14.440 -17.696 -4.148  C79 1.504, O81 1.225, N82 1.334
81 O -13.837 -17.016 -3.327  C80 1.225
82 N -15.204 -17.216 -5.131  C80 1.334, C83 1.458, H87 1.008
83 C -15.300 -15.796 -5.445  N82 1.458, H88 1.093, H89 1.082, H90 1.093
84 H -13.274 -19.392 -4.771  C79 1.095
85 H -15.025 -19.725 -4.694  C79 1.090
86 H -13.927 -19.636 -3.279  C79 1.092
87 H -15.686 -17.812 -5.786  N82 1.008
88 H -15.757 -15.372 -4.546  C83 1.093
89 H -15.806 -15.597 -6.381  C83 1.082
90 H -14.318 -15.315 -5.444  C83 1.093
91 C -13.254 -8.321 -9.067  C92 1.534, H96 1.093, H97 1.097, H98 1.086
92 C -13.087 -8.372 -7.543  C91 1.534, O93 1.217, N94 1.347
93 O -13.953 -7.850 -6.865  C92 1.217
94 N -11.853 -8.654 -7.084  C92 1.347, C95 1.449, H99 1.004
95 C -11.491 -8.582 -5.683  N94 1.449, H100 1.084, H101 1.091, H102 1.098
96 H -13.671 -9.248 -9.468  C91 1.093
97 H -12.300 -8.163 -9.585  C91 1.097
98 H -13.945 -7.560 -9.420  C91 1.086
99 H -11.164 -8.856 -7.786  N94 1.004
100 H -12.305 -8.272 -5.037  C95 1.084
101 H -10.554 -8.035 -5.556  C95 1.091
102 H -11.214 -9.580 -5.316  C95 1.098
103 C -13.027 -11.339 -3.091  C104 1.518, H108 1.087, H109 1.089, H110 1.103
104 C -14.018 -10.949 -4.173  C103 1.518, O105 1.212, N106 1.363
105 O -14.638 -9.907 -4.160  C104 1.212
106 N -14.141 -11.808 -5.223  C104 1.363, C107 1.440, H111 1.024
107 C -13.135 -12.734 -5.675  N106 1.440, H112 1.089, H113 1.091, H114 1.104
108 H -13.290 -10.961 -2.107  C103 1.087
109 H -11.957 -11.316 -3.291  C103 1.089
110 H -13.202 -12.422 -2.981  C103 1.103
111 H -14.802 -11.432 -5.910  N106 1.024
112 H -13.243 -12.929 -6.741  C107 1.089
113 H -12.978 -13.632 -5.076  C107 1.091
114 H -12.181 -12.179 -5.676  C107 1.104
115 C -9.203 -13.939 -11.970  C116 1.518, H120 1.086, H121 1.092, H122 1.092
116 C -10.496 -13.506 -11.305  C115 1.518, O117 1.222, N118 1.335
117 O -11.528 -14.100 -11.584  C116 1.222
118 N -10.344 -12.486 -10.459  C116 1.335, C119 1.478, H123 1.001
119 C -11.442 -12.035 -9.578  N118 1.478, H124 1.086, H125 1.090, H126 1.087
120 H -9.409 -14.503 -12.876  C115 1.086
121 H -8.692 -14.567 -11.236  C115 1.092
122 H -8.540 -13.118 -12.251  C115 1.092
123 H -9.478 -11.987 -10.392  N118 1.001
124 H -12.362 -12.573 -9.784  C119 1.086
125 H -11.666 -11.001 -9.843  C119 1.090
126 H -11.172 -12.142 -8.531  C119 1.087
127 C -19.728 -10.613 -8.232  C128 1.531, H132 1.085, H133 1.092, H134 1.093
128 C -20.049 -10.035 -6.851  C127 1.531, O129 1.212, N130 1.371
129 O -19.170 -9.480 -6.229  C128 1.212
130 N -21.329 -10.097 -6.364  C128 1.371, C131 1.466, H135 1.006
131 C -22.586 -10.471 -7.020  N130 1.466, H136 1.088, H137 1.088, H138 1.092
132 H -18.718 -10.345 -8.524  C127 1.085
133 H -20.419 -10.252 -8.999  C127 1.092
134 H -19.763 -11.688 -8.039  C127 1.093
135 H -21.397 -9.828 -5.397  N130 1.006
136 H -22.777 -9.756 -7.819  C131 1.088
137 H -23.341 -10.457 -6.238  C131 1.088
138 H -22.537 -11.509 -7.356  C131 1.092

Its spin multiplicity is 1. As for the total charge: -1. The largest force on an atom comes out at 3.4 eV/A. The calculation puts the frontier orbital gap at 8.173 eV. The energy above the lowest of the compared OMol25 structures with the same formula, charge and spin comes out at 27.5 kcal/mol. Its highest occupied orbital energy is -0.2199 Eh.

Löwdin population analysis, charges in e, atoms 1 to 8: -0.581, 0.125, 0.040, 0.111, 0.502, -0.333, -0.279, -0.337

---

A cluster of 14 separate species, C34H78N7O7 in total in a non-equilibrium geometry. Source: OMol25; level of theory: wB97M-V/def2-TZVPD.

Bonds (Å) are listed after each position.
Positions of all 126 atoms, in Å:
1 C 79.991 56.038 57.422  C2 1.520, H10 1.117, H11 1.175, H12 1.048
2 C 80.378 56.043 55.952  C1 1.520, C3 1.568, H13 1.161, H14 1.173
3 C 80.043 54.770 55.100  C2 1.568, N4 1.504, H15 1.051, H16 0.973
4 N 80.392 54.791 53.637  C3 1.504, C5 1.467, C6 1.529, C9 1.507
5 C 81.791 55.192 53.452  N4 1.467, H17 1.012, H18 1.170, H19 0.988
6 C 79.423 55.639 52.812  N4 1.529, C7 1.516, H20 1.061, H21 1.164
7 C 79.286 54.997 51.445  C6 1.516, C8 1.477, H22 1.002, H23 1.062
8 C 79.832 53.639 51.645  C7 1.477, C9 1.547, H24 1.032, H25 1.052
9 C 80.135 53.391 53.142  N4 1.507, C8 1.547, H26 1.143, H27 1.083
10 H 80.152 57.040 57.889  C1 1.117
11 H 80.639 55.134 57.801  C1 1.175
12 H 79.011 55.675 57.496  C1 1.048
13 H 81.513 56.211 55.775  C2 1.161
14 H 79.851 57.001 55.526  C2 1.173
15 H 79.101 54.306 55.130  C3 1.051
16 H 80.749 54.219 55.480  C3 0.973
17 H 81.776 56.187 53.638  C5 1.012
18 H 82.140 55.261 52.337  C5 1.170
19 H 82.569 54.688 53.795  C5 0.988
20 H 79.604 56.675 52.955  C6 1.061
21 H 78.385 55.454 53.305  C6 1.164
22 H 79.889 55.615 50.937  C7 1.002
23 H 78.250 55.148 51.268  C7 1.062
24 H 80.661 53.545 51.038  C8 1.032
25 H 79.030 53.042 51.319  C8 1.052
26 H 81.098 52.830 53.397  C9 1.143
27 H 79.272 52.810 53.444  C9 1.083
28 C 80.876 59.446 51.261  C29 1.516, H31 1.244, H32 1.182, H33 1.101
29 C 81.597 58.119 51.133  C28 1.516, N30 1.113
30 N 82.050 57.107 51.035  C29 1.113
31 H 79.761 59.418 50.709  C28 1.244
32 H 80.997 59.685 52.412  C28 1.182
33 H 81.405 60.334 50.882  C28 1.101
34 C 75.804 52.712 55.993  C35 1.517, H37 1.092, H38 0.947, H39 1.186
35 C 75.268 51.352 55.589  C34 1.517, N36 1.188
36 N 74.587 50.430 55.275  C35 1.188
37 H 76.788 52.822 55.533  C34 1.092
38 H 75.281 53.498 56.062  C34 0.947
39 H 75.998 52.420 57.126  C34 1.186
40 C 85.453 55.874 52.062  C41 1.539, H43 1.006, H44 1.123, H45 0.935
41 C 86.637 55.398 51.202  C40 1.539, N42 1.162
42 N 87.508 55.102 50.492  C41 1.162
43 H 85.832 56.407 52.827  C40 1.006
44 H 84.893 56.560 51.371  C40 1.123
45 H 84.991 55.085 52.258  C40 0.935
46 C 84.325 59.504 53.861  C47 1.521, H49 0.987, H50 1.039, H51 1.178
47 C 82.891 59.321 54.333  C46 1.521, N48 1.194
48 N 81.790 59.034 54.696  C47 1.194
49 H 84.644 58.618 53.566  C46 0.987
50 H 84.175 60.097 53.021  C46 1.039
51 H 84.999 59.707 54.805  C46 1.178
52 C 77.065 54.929 59.864  C53 1.566, H55 1.014, H56 1.135, H57 1.033
53 C 76.550 55.534 58.515  C52 1.566, N54 1.209
54 N 76.026 55.864 57.477  C53 1.209
55 H 77.684 54.139 59.718  C52 1.014
56 H 77.891 55.619 60.225  C52 1.135
57 H 76.417 54.994 60.666  C52 1.033
58 C 73.374 56.556 55.103  C59 1.573, H61 1.101, H62 0.970, H63 1.128
59 C 74.672 56.079 54.353  C58 1.573, N60 1.164
60 N 75.670 55.728 53.867  C59 1.164
61 H 73.716 57.120 55.985  C58 1.101
62 H 72.888 57.051 54.425  C58 0.970
63 H 72.711 55.748 55.526  C58 1.128
64 C 77.197 58.334 54.840  C65 1.597, H67 0.974, H68 1.084, H69 1.045
65 C 77.919 59.376 53.868  C64 1.597, O66 1.496, H70 1.134, H71 1.063
66 O 77.477 60.738 54.301  C65 1.496, H72 1.013
67 H 76.234 58.295 54.696  C64 0.974
68 H 77.510 58.600 55.843  C64 1.084
69 H 77.352 57.311 54.692  C64 1.045
70 H 77.388 59.325 52.867  C65 1.134
71 H 78.981 59.361 53.904  C65 1.063
72 H 78.144 61.353 53.851  O66 1.013
73 C 82.710 55.505 60.398  C74 1.494, H76 1.119, H77 1.058, H78 1.067
74 C 83.045 56.530 59.364  C73 1.494, O75 1.431, H79 1.035, H80 1.001
75 O 82.385 57.771 59.631  C74 1.431, H81 0.960
76 H 83.245 55.460 61.380  C73 1.119
77 H 83.101 54.599 60.015  C73 1.058
78 H 81.674 55.261 60.474  C73 1.067
79 H 82.979 56.332 58.350  C74 1.035
80 H 84.025 56.482 59.167  C74 1.001
81 H 82.049 57.944 58.749  O75 0.960
82 C 80.331 57.163 47.853  C83 1.485, H85 1.115, H86 1.052, H87 1.068
83 C 80.800 56.394 46.672  C82 1.485, O84 1.373, H88 1.168, H89 0.995
84 O 81.207 57.052 45.538  C83 1.373, H90 0.921
85 H 81.001 58.003 48.150  C82 1.115
86 H 80.045 56.637 48.718  C82 1.052
87 H 79.420 57.580 47.483  C82 1.068
88 H 80.052 55.532 46.422  C83 1.168
89 H 81.487 55.756 47.004  C83 0.995
90 H 81.901 56.523 45.244  O84 0.921
91 C 82.703 53.791 49.118  C92 1.431, H94 1.003, H95 0.829, H96 1.113
92 C 83.766 53.210 49.879  C91 1.431, O93 1.351, H97 1.074, H98 1.140
93 O 83.365 52.964 51.145  C92 1.351, H99 0.990
94 H 82.461 54.731 49.372  C91 1.003
95 H 82.043 53.294 49.045  C91 0.829
96 H 82.919 54.092 48.069  C91 1.113
97 H 84.619 53.863 49.856  C92 1.074
98 H 84.031 52.148 49.560  C92 1.140
99 H 84.130 52.706 51.718  O93 0.990
100 C 80.333 60.447 58.978  C101 1.490, H103 1.115, H104 1.034, H105 1.009
101 C 80.452 59.915 57.591  C100 1.490, O102 1.480, H106 1.018, H107 1.067
102 O 81.782 59.294 57.401  C101 1.480, H108 1.036
103 H 79.557 61.240 59.091  C100 1.115
104 H 81.122 61.092 59.155  C100 1.034
105 H 80.343 59.828 59.775  C100 1.009
106 H 80.491 60.774 57.047  C101 1.018
107 H 79.689 59.420 57.033  C101 1.067
108 H 82.037 59.561 56.433  O102 1.036
109 C 75.867 52.497 51.647  C110 1.539, H112 1.090, H113 1.075, H114 1.155
110 C 75.750 52.103 50.164  C109 1.539, O111 1.490, H115 1.113, H116 1.185
111 O 74.418 52.570 49.686  C110 1.490, H117 1.015
112 H 75.415 53.416 52.020  C109 1.090
113 H 76.933 52.437 51.771  C109 1.075
114 H 75.264 51.734 52.271  C109 1.155
115 H 76.178 51.115 49.883  C110 1.113
116 H 76.694 52.607 49.654  C110 1.185
117 H 74.299 52.240 48.734  O111 1.015
118 C 83.514 50.800 57.108  C119 1.602, H121 0.957, H122 1.185, H123 1.122
119 C 82.823 52.191 56.715  C118 1.602, O120 1.345, H124 1.035, H125 1.139
120 O 82.660 52.341 55.388  C119 1.345, H126 0.878
121 H 83.893 50.912 57.980  C118 0.957
122 H 84.403 50.648 56.339  C118 1.185
123 H 82.785 49.951 57.032  C118 1.122
124 H 83.575 52.895 56.819  C119 1.035
125 H 81.883 52.365 57.335  C119 1.139
126 H 83.373 51.949 55.057  O120 0.878

Its spin multiplicity is 1. As for the total charge: +1. The largest force on an atom comes out at 19.6 eV/A. The calculation puts the frontier orbital gap at 9.266 eV. Its highest occupied orbital energy is -0.4253 Eh.

Löwdin population analysis, charges in e, atoms 1 to 8: -0.076, -0.212, -0.098, -0.219, -0.006, -0.071, -0.135, -0.120